Entry 1:
{
  "formula": "H4O2",
  "method": "ωB97M-V/def2-TZVPD",
  "species": ["O", "H", "H", "O", "H", "H"],
  "xyz": [[-15.69, 4.76, -17.40], [-15.61, 3.90, -16.93], [-14.79, 5.07, -17.50], [-15.35, 2.55, -15.88], [-16.06, 2.02, -15.50], [-14.58, 1.97, -15.88]],
  "nbo_charge": [-0.97, 0.49, 0.46, -0.95, 0.49, 0.48],
  "homo_ev": -10.569,
  "smiles": "O.O",
  "de_lowest_kcal_mol": 1.9,
  "spin_multiplicity": 1,
  "gap_ev": 11.11,
  "fmax_ev_per_a": 0.93,
  "charge": 0
}


Entry 2:
{
  "formula": "C24H64N4O10",
  "method": "ωB97M-V/def2-TZVPD",
  "species": ["O", "H", "H", "O", "H", "H", "C", "O", "C", "C", "N", "C", "C", "O", "C", "H", "H", "H", "H", "H", "H", "H", "H", "H", "H", "H", "H", "H", "H", "H", "C", "O", "C", "C", "N", "C", "C", "O", "C", "H", "H", "H", "H", "H", "H", "H", "H", "H", "H", "H", "H", "H", "H", "H", "C", "O", "C", "C", "N", "C", "C", "O", "C", "H", "H", "H", "H", "H", "H", "H", "H", "H", "H", "H", "H", "H", "H", "H", "C", "O", "C", "C", "N", "C", "C", "O", "C", "H", "H", "H", "H", "H", "H", "H", "H", "H", "H", "H", "H", "H", "H", "H"],
  "xyz": [[17.24, 2.99, 24.50], [17.37, 3.03, 23.56], [16.53, 2.36, 24.62], [16.54, 5.09, 24.34], [15.65, 5.09, 24.71], [16.80, 4.17, 24.37], [13.32, 4.20, 23.21], [13.39, 3.55, 21.98], [14.51, 2.70, 21.92], [15.72, 3.62, 21.93], [16.94, 2.78, 21.89], [18.27, 3.52, 21.83], [19.34, 2.42, 21.99], [19.85, 2.03, 20.69], [21.03, 1.22, 20.67], [13.83, 3.86, 24.11], [12.34, 4.55, 23.54], [13.76, 5.19, 23.12], [14.43, 2.01, 21.08], [14.48, 2.12, 22.84], [15.74, 4.39, 22.70], [15.74, 4.11, 20.95], [16.80, 2.18, 21.09], [18.43, 4.20, 22.66], [18.17, 3.95, 20.83], [18.89, 1.50, 22.38], [20.12, 2.68, 22.71], [20.87, 0.19, 21.01], [21.73, 1.66, 21.38], [21.46, 1.33, 19.67], [12.00, 9.43, 30.64], [12.56, 8.55, 29.67], [11.76, 7.40, 29.28], [12.11, 6.75, 27.95], [13.45, 6.18, 27.97], [13.97, 5.80, 26.65], [13.07, 4.68, 26.06], [13.91, 4.03, 25.10], [14.73, 2.94, 25.64], [11.88, 8.90, 31.58], [10.98, 9.61, 30.32], [12.44, 10.42, 30.74], [10.74, 7.75, 29.16], [11.82, 6.72, 30.14], [12.14, 7.52, 27.18], [11.43, 5.93, 27.71], [13.99, 6.89, 28.43], [14.98, 5.41, 26.74], [13.97, 6.65, 25.98], [12.18, 5.18, 25.67], [12.70, 3.99, 26.81], [15.13, 3.18, 26.62], [15.47, 2.61, 24.90], [14.05, 2.09, 25.66], [14.17, 0.78, 24.23], [15.39, 1.29, 24.75], [16.49, 0.44, 24.56], [17.78, 0.60, 25.39], [18.97, -0.17, 24.88], [19.63, 0.53, 23.83], [20.87, -0.21, 23.48], [21.85, 0.68, 23.08], [23.20, 0.29, 23.35], [14.22, 0.53, 23.17], [13.50, 1.64, 24.31], [13.76, -0.13, 24.68], [16.76, 0.36, 23.50], [16.10, -0.56, 24.78], [17.68, 0.30, 26.43], [18.04, 1.65, 25.32], [19.66, -0.41, 25.58], [19.73, 1.59, 24.04], [18.98, 0.42, 22.96], [20.69, -0.79, 22.57], [21.30, -0.75, 24.32], [23.27, -0.79, 23.23], [23.51, 0.71, 24.30], [23.83, 0.73, 22.58], [20.79, 8.51, 28.00], [19.91, 7.75, 27.15], [18.87, 7.06, 27.88], [18.16, 6.02, 27.05], [19.04, 4.90, 26.73], [18.65, 4.18, 25.51], [19.42, 2.82, 25.28], [20.81, 3.13, 25.22], [21.61, 2.08, 24.86], [21.67, 8.76, 27.42], [21.27, 7.82, 28.70], [20.30, 9.33, 28.52], [18.20, 7.82, 28.29], [19.29, 6.60, 28.78], [17.68, 6.49, 26.18], [17.27, 5.71, 27.60], [19.99, 5.21, 26.63], [18.64, 4.90, 24.69], [17.67, 3.76, 25.75], [19.08, 2.46, 24.31], [19.28, 2.11, 26.09], [22.67, 2.35, 24.80], [21.36, 1.69, 23.87], [21.60, 1.18, 25.47]],
  "mulliken_charge": [1.36, -1.65, -0.60, -0.88, 0.18, 1.62, -0.48, -0.55, 0.14, -0.56, -0.32, -1.38, 1.31, -0.59, -0.74, 0.00, 0.31, 0.49, 0.59, -0.23, 0.28, 0.51, 0.35, 0.23, 0.67, -0.77, 0.25, 0.15, 0.18, 0.45, -0.73, -0.30, -0.73, -0.44, -0.42, 0.90, -1.27, -0.24, -1.07, 0.30, 0.29, 0.26, 0.45, 0.34, 0.31, 0.32, 0.32, -0.87, 0.32, 0.56, 0.32, 0.24, 0.56, 0.93, -1.56, 0.14, -1.61, 0.73, -0.45, 0.91, -1.51, -0.11, -1.04, 0.47, 0.56, 0.26, 0.18, 0.45, 0.45, -0.27, 0.44, -1.91, 0.26, 0.22, 0.72, 0.41, 0.36, 0.25, -0.82, -0.32, -0.97, -0.22, -0.55, -0.34, 1.80, -0.41, -0.42, 0.29, 0.35, 0.28, 0.53, 0.42, 0.20, 0.12, 0.37, 0.91, -1.06, -0.87, 0.83, 0.46, -0.06, 0.45],
  "homo_ev": -7.016,
  "de_lowest_kcal_mol": 529.5,
  "spin_multiplicity": 1,
  "gap_ev": 7.58,
  "fmax_ev_per_a": 15.57,
  "charge": 0
}


Entry 3:
{
  "formula": "C18H54AsClF6FeO13",
  "method": "ωB97M-V/def2-TZVPD",
  "species": ["Fe", "As", "F", "F", "F", "F", "F", "F", "Cl", "O", "O", "O", "O", "C", "C", "O", "H", "H", "H", "H", "H", "H", "C", "C", "O", "H", "H", "H", "H", "H", "H", "C", "C", "O", "H", "H", "H", "H", "H", "H", "C", "C", "O", "H", "H", "H", "H", "H", "H", "C", "C", "O", "H", "H", "H", "H", "H", "H", "C", "C", "O", "H", "H", "H", "H", "H", "H", "C", "C", "O", "H", "H", "H", "H", "H", "H", "C", "C", "O", "H", "H", "H", "H", "H", "H", "C", "C", "O", "H", "H", "H", "H", "H", "H"],
  "xyz": [[-16.47, -8.32, 2.75], [-16.36, -12.09, 1.42], [-17.39, -12.30, 2.75], [-15.10, -12.13, 2.56], [-15.18, -11.74, 0.10], [-17.65, -11.81, 0.32], [-16.44, -10.26, 1.65], [-16.35, -13.82, 1.07], [-16.72, -6.20, 5.44], [-15.78, -5.41, 6.19], [-16.13, -6.54, 4.09], [-17.06, -7.38, 6.18], [-17.90, -5.45, 5.16], [-22.23, -6.35, 2.24], [-22.64, -7.25, 1.11], [-21.91, -8.42, 1.02], [-21.17, -5.99, 2.09], [-22.17, -6.94, 3.16], [-22.89, -5.48, 2.37], [-22.42, -6.73, 0.18], [-23.75, -7.48, 1.15], [-21.56, -8.55, 0.15], [-19.98, -9.81, 3.33], [-19.19, -8.91, 4.28], [-17.79, -9.20, 4.06], [-19.58, -9.74, 2.30], [-21.04, -9.59, 3.34], [-19.63, -10.90, 3.55], [-19.45, -9.02, 5.35], [-19.41, -7.80, 4.11], [-17.42, -9.69, 4.81], [-13.41, -7.37, 7.92], [-14.72, -7.66, 8.62], [-14.45, -8.48, 9.79], [-12.90, -8.20, 7.45], [-12.68, -6.98, 8.68], [-13.57, -6.60, 7.11], [-15.40, -8.12, 7.97], [-15.18, -6.69, 8.93], [-14.79, -8.04, 10.57], [-18.91, -6.28, -0.30], [-18.04, -7.40, 0.29], [-17.82, -7.23, 1.70], [-19.14, -6.57, -1.33], [-18.47, -5.30, -0.29], [-19.82, -6.18, 0.11], [-17.14, -7.37, -0.24], [-18.36, -8.45, 0.18], [-17.91, -6.28, 1.97], [-16.58, -2.43, 2.46], [-16.60, -3.89, 2.02], [-17.83, -4.59, 2.40], [-15.77, -1.79, 2.01], [-16.40, -2.40, 3.53], [-17.48, -1.99, 2.20], [-15.72, -4.37, 2.53], [-16.42, -3.99, 0.98], [-17.81, -4.87, 3.34], [-12.59, -8.09, 0.52], [-13.92, -8.63, 0.86], [-14.80, -7.70, 1.46], [-12.15, -7.71, 1.45], [-12.59, -7.29, -0.25], [-11.97, -8.87, 0.21], [-13.80, -9.50, 1.49], [-14.39, -8.98, -0.06], [-14.31, -7.00, 2.00], [-17.54, -12.03, 8.27], [-16.83, -10.84, 7.68], [-17.03, -10.90, 6.26], [-17.09, -12.93, 7.99], [-18.53, -12.02, 7.95], [-17.55, -11.98, 9.37], [-15.78, -10.72, 7.93], [-17.19, -9.84, 8.01], [-16.91, -11.81, 5.97], [-11.37, -5.26, 4.00], [-12.34, -5.25, 2.88], [-13.50, -6.08, 2.98], [-11.24, -6.15, 4.52], [-11.73, -4.64, 4.83], [-10.40, -4.92, 3.62], [-11.92, -5.65, 1.92], [-12.71, -4.21, 2.72], [-13.91, -6.12, 3.86], [-12.86, -9.55, 4.77], [-14.19, -9.01, 4.97], [-15.08, -9.43, 3.94], [-12.15, -9.19, 5.57], [-12.44, -9.24, 3.81], [-12.90, -10.64, 4.82], [-14.10, -7.93, 4.92], [-14.49, -9.25, 5.98], [-14.96, -10.40, 3.79]],
  "lowdin_spin": [3.77, 0.00, 0.00, 0.00, 0.00, 0.00, 0.02, 0.00, 0.00, 0.00, 0.02, 0.00, 0.00, 0.00, 0.00, 0.00, 0.00, 0.00, 0.00, 0.00, 0.00, 0.00, 0.00, 0.01, 0.05, 0.00, 0.00, 0.00, 0.00, 0.00, 0.00, 0.00, 0.00, 0.00, 0.00, 0.00, 0.00, 0.00, 0.00, 0.00, 0.00, 0.00, 0.04, 0.00, 0.00, 0.00, 0.00, 0.00, 0.00, 0.00, 0.00, 0.00, 0.00, 0.00, 0.00, 0.00, 0.00, 0.00, 0.00, 0.00, 0.04, 0.00, 0.00, 0.00, 0.00, 0.00, 0.00, 0.00, 0.00, 0.00, 0.00, 0.00, 0.00, 0.00, 0.00, 0.00, 0.00, 0.00, 0.00, 0.00, 0.00, 0.00, 0.00, 0.00, 0.00, 0.00, 0.00, 0.03, 0.00, 0.00, 0.00, 0.00, 0.00, 0.00],
  "homo_ev": [-10.406, -9.253],
  "spin_multiplicity": 5,
  "s2": 6.01,
  "gap_ev": [10.80, 9.65],
  "fmax_ev_per_a": 3.52,
  "charge": 0
}


no.,M (g/mol)
1,36.0
2,568.8
3,758.8